(1)
Entry from the OMol25 dataset: a molecular structure, C35H43FeN3O8PS2 in a non-equilibrium geometry (the ωB97M-V functional and the def2-TZVPD basis).

Each line ends with the Mulliken charge.
Geometry (Å):
Fe -1.9856 0.9132 -1.4267  1.1589
O 1.6005 1.2650 -7.6094  -0.7160
C 0.7011 2.0283 -7.2604  0.3653
O 0.1067 2.8969 -7.9500  -0.7375
C 0.0456 1.8841 -5.8802  -0.6464
C 0.5922 0.8446 -5.0894  -0.8073
C -0.0504 0.5269 -3.8864  0.4716
N -1.1238 1.1454 -3.5408  0.6581
C -1.6729 2.1267 -4.2706  1.5484
C -1.0712 2.4996 -5.4673  -0.9284
C -2.8833 2.7351 -3.6480  -0.3926
C -3.7464 3.6417 -4.3082  -1.2230
C -4.8223 4.1549 -3.5950  -0.4967
C -5.0394 3.7513 -2.2350  -1.0147
C -4.1159 2.8455 -1.6546  -0.3402
N -3.0705 2.3587 -2.3938  0.7770
C 0.3824 -0.5178 -2.9349  0.0497
C 1.4189 -1.4018 -3.1245  -0.7625
C 1.7684 -2.2787 -2.0728  -0.7598
C 1.0389 -2.2456 -0.9009  -1.2874
C -0.0137 -1.3836 -0.8976  -0.6281
N -0.3201 -0.5487 -1.7906  0.9796
H 1.4762 0.3913 -5.5423  0.5252
H -1.5155 3.2377 -6.1098  0.6092
H -3.4896 3.9749 -5.2696  0.5772
H -5.5689 4.7573 -4.0930  0.4182
H -5.8330 4.0793 -1.6187  0.5111
H -4.0929 2.5014 -0.6114  0.5644
H 1.8134 -1.4960 -4.1215  0.4827
H 2.4525 -3.1434 -2.0949  0.4454
H 1.1149 -2.9116 -0.0454  0.7046
H -0.6366 -1.2808 0.0149  0.6814
C -2.2860 0.6316 6.1217  -0.9211
O -2.8487 0.4081 4.8333  -0.4749
C -2.1329 0.8762 3.8002  1.0228
C -0.9022 1.5118 4.0538  -1.0709
C -0.2380 1.9859 2.9835  -1.5779
C -0.6986 1.8874 1.6175  0.5991
C 0.0117 2.4038 0.4816  0.6979
C 1.4069 2.9766 0.5533  -1.4334
O -0.4654 2.3323 -0.7035  -0.4983
C -1.9772 1.1928 1.4437  0.1312
O -2.5995 0.9861 0.3290  -0.2244
C -2.6391 0.6542 2.5811  -0.2777
H -2.9890 0.2799 6.8432  0.2921
H -2.2405 1.7096 6.3474  0.3648
H -1.2812 0.1740 6.1924  0.3334
H -0.4968 1.5941 5.0731  0.4271
H 0.6461 2.5911 3.1195  0.2127
H 1.4414 3.9604 0.1133  0.3457
H 2.0832 2.3280 -0.0756  0.2671
H 1.7577 3.0487 1.5937  0.3319
H -3.6106 0.2750 2.4888  0.6226
C -3.1070 -3.0391 -0.7626  -1.1518
C -3.7106 -1.6538 -0.3528  -0.0538
O -3.7131 -0.7023 -1.4210  -0.2216
C -4.8679 -0.5946 -2.1591  -0.6044
C -4.5370 -0.4877 -3.6570  -0.7443
H -3.3724 -3.7361 0.0708  0.4007
H -2.0478 -2.9971 -1.0168  0.2467
H -3.5585 -3.4897 -1.6578  0.3284
H -3.1189 -1.2215 0.4262  -0.2696
H -4.7403 -1.8602 -0.0356  0.6206
H -5.4328 0.2445 -1.7289  0.3083
H -5.5102 -1.4762 -1.9058  0.5449
H -4.1026 0.5239 -3.8812  -0.0519
H -5.4848 -0.3244 -4.1905  0.4713
H -3.9991 -1.4165 -4.0360  0.2169
C 4.5955 -4.3038 0.2451  -1.8440
C 4.0961 -3.0935 1.0148  1.2709
C 4.7195 -1.7860 0.6604  -1.4776
O 4.3667 -3.4742 2.4126  -0.3748
P 3.7790 -2.7294 3.6691  0.6237
S 3.1898 -4.0726 5.0148  -0.2708
S 2.0786 -1.7783 3.3271  -0.2583
O 5.0028 -1.8446 4.0921  -0.2444
C 5.0584 -1.0975 5.2849  0.4625
C 4.5389 0.3463 4.9946  -1.0396
C 6.4165 -1.0782 5.8605  -1.5107
H 4.6606 -4.1580 -0.8021  0.4273
H 3.9661 -5.1276 0.3897  0.4588
H 5.5710 -4.6028 0.5745  0.4454
H 2.9984 -3.0551 0.9400  -0.1083
H 5.7269 -1.8395 0.9684  0.4753
H 4.1549 -0.9331 1.1045  0.1899
H 4.9125 -1.6298 -0.3827  0.4823
H 4.3739 -1.5875 5.9312  0.3953
H 5.3032 0.8095 4.2823  0.2783
H 4.5392 0.9708 5.8671  0.4323
H 3.6007 0.3336 4.4314  0.0992
H 7.1923 -0.9245 5.1319  0.3480
H 6.6379 -2.0236 6.3877  0.3417
H 6.4224 -0.2494 6.5457  0.4001

Results
2S+1 = 6
Orbital gap (spin up / spin down) = 6.79 / 4.44 eV
LUMO level (spin up / spin down) = -0.0198 / -0.1062 Eh
Largest force on an atom = 4.6 eV Å⁻¹
Expectation value of S² = 8.7726

(2)
Entry from the OMol25 dataset: a single C21H28N4O4 molecule (the ωB97M-V functional and the def2-TZVPD basis).

Each line ends with the natural charge from an NBO analysis.
Geometry (Å):
C -0.7794 5.9141 4.8141  -0.2497
O -1.7347 5.1628 5.5233  -0.5365
C -1.2634 3.9245 5.9971  -0.0612
C -1.0500 2.8891 4.8811  -0.5458
C 0.3796 2.9115 4.3519  0.6935
O 1.2795 3.4733 4.9484  -0.6450
N 0.5998 2.2882 3.1681  -0.4440
C -0.2946 1.3925 2.4749  -0.2158
H -1.3136 1.4891 2.8431  0.2180
C 0.1810 -0.0557 2.6331  -0.4407
H -0.4926 -0.7157 2.0848  0.2222
H 0.1684 -0.3383 3.6871  0.2123
C 1.6138 -0.1976 2.1001  0.0985
C 2.5245 0.8270 2.7830  -0.4202
C 1.9488 2.2350 2.6392  -0.2301
H 2.5540 2.9532 3.1934  0.2502
H 1.9214 2.5124 1.5816  0.2002
H 3.5147 0.7902 2.3292  0.2234
H 2.6124 0.5734 3.8401  0.2156
H 1.9954 -1.2082 2.3049  0.1855
O 1.6705 0.0654 0.7071  -0.5288
C 1.2537 -0.8653 -0.1888  0.4048
C 0.8283 -2.1566 0.1109  -0.3360
C 0.4475 -3.0081 -0.9088  -0.1317
C 0.4932 -2.6098 -2.2389  -0.1791
C 0.9001 -1.3103 -2.5341  -0.1631
C 1.2722 -0.4519 -1.5240  -0.2860
H 1.5832 0.5581 -1.7403  0.2240
H 0.8897 -0.9480 -3.5518  0.2128
C 0.0431 -3.5705 -3.2841  0.6792
O -0.8415 -4.3828 -3.0845  -0.6360
N 0.7273 -3.5011 -4.4528  -0.6122
H 1.4105 -2.7703 -4.5720  0.3922
C 0.2744 -4.1805 -5.6430  -0.2185
H -0.4308 -4.9438 -5.3077  0.2312
H 1.1229 -4.6632 -6.1371  0.1969
C -0.4237 -3.2030 -6.6039  -0.4217
C -1.4435 -2.4073 -5.8592  -0.1511
C -2.5766 -2.8632 -5.2184  -0.0430
N -3.1290 -1.7977 -4.6082  -0.3178
N -2.4330 -0.6831 -4.8032  -0.2657
C -1.4095 -1.0349 -5.5561  -0.0710
H -0.6900 -0.3032 -5.8683  0.2027
H -3.9568 -1.7792 -4.0344  0.4093
H -3.0005 -3.8434 -5.1491  0.2248
H 0.3122 -2.5243 -7.0416  0.2054
H -0.8883 -3.7723 -7.4115  0.2213
H 0.1070 -4.0071 -0.6818  0.2327
H 0.7877 -2.5124 1.1284  0.2190
H -0.2822 1.6528 1.4100  0.2062
H -1.7604 3.1024 4.0814  0.2304
H -1.2509 1.8903 5.2736  0.2309
H -0.3208 4.0565 6.5465  0.1940
H -2.0385 3.5765 6.6839  0.1868
H -0.5418 5.4617 3.8443  0.1586
H 0.1493 6.0122 5.3856  0.1794
H -1.2200 6.8967 4.6535  0.1888

Results
Orbital gap = 9.41 eV
LUMO level = 0.0240 Eh
SMILES = COCCC(=O)N1CCC(Oc2ccc(C(=O)NCCc3cn[nH]c3)cc2)CC1
Largest force on an atom = 0.9 eV Å⁻¹